Record 1
Here is C20H13BeCl6O3S as an isolated structure at a distorted geometry from the Open Molecules 2025 dataset. Energies are from wB97M-V/def2-TZVPD.

Positions of all 44 atoms, in Å:
1 Cl 0.83189 2.35497 7.18355
2 Cl 1.83838 -1.13088 -1.69035
3 Cl 3.20159 0.61303 -4.19001
4 C -2.82497 -3.30772 -4.63101
5 O -3.20973 -0.28225 1.37356
6 Cl 3.77137 3.71177 -3.56683
7 C -1.74385 -2.83272 -1.05699
8 O -1.38895 -1.87207 1.59000
9 C 1.59866 0.01798 1.71154
10 H 2.87973 2.79689 5.22886
11 H -3.62445 -0.83557 -3.83148
12 H 1.35780 -1.10611 1.69196
13 C 1.04533 1.65668 5.55857
14 C 2.10825 2.07719 4.75785
15 H -0.46309 -0.39741 3.32527
16 C 0.12304 0.73292 5.04172
17 C -1.91593 -3.37761 -2.28291
18 C -2.27970 -1.62671 -0.77502
19 Be 0.40208 0.59167 0.59141
20 Cl 0.71899 3.41034 0.83103
21 C 2.32487 3.38645 -1.35820
22 O -1.04606 0.38662 0.47965
23 C 1.98195 0.57246 -1.69443
24 Cl 2.66428 5.02294 -1.02367
25 C 1.38515 0.61607 2.99534
26 C 0.27196 0.23733 3.76713
27 H -1.65659 -4.38792 -2.44002
28 H -3.19695 0.20734 -1.59897
29 C 1.51360 2.65212 -0.50691
30 C 2.21197 1.67839 3.42667
31 C 2.85991 2.71605 -2.45083
32 H 2.55362 0.25485 1.21819
33 C -3.06284 -1.38319 -3.03098
34 C -2.87990 -0.84107 -1.75911
35 C 2.68529 1.28429 -2.66608
36 H -0.75139 0.46029 5.58313
37 C -2.54116 -2.66834 -3.29931
38 H -2.00800 -3.16006 -5.39099
39 C 1.29033 1.32128 -0.78531
40 S -2.01186 -0.81677 0.82685
41 H -1.29898 -3.43768 -0.30555
42 H 2.97097 2.11143 2.78748
43 H -2.91415 -4.38624 -4.55343
44 H -3.77247 -3.02101 -5.08133

Output
Gap between HOMO and LUMO, hartree: 0.251
DFT total energy, a.u.: -4169.88681
Charge: -1
HOMO level, eV: -4.4

Electronic structure analysis, natural (NBO) charges in units of e: atom 1 (Cl): -0.070, atom 2 (Cl): 0.027, atom 3 (Cl): 0.013, atom 4 (C): -0.632, atom 5 (O): -0.947, atom 6 (Cl): 0.003, atom 7 (C): -0.122, atom 8 (O): -0.977, atom 9 (C): -1.106, atom 10 (H): 0.211, atom 11 (H): 0.211, atom 12 (H): 0.241, atom 13 (C): -0.089, atom 14 (C): -0.218, atom 15 (H): 0.233, atom 16 (C): -0.207, atom 17 (C): -0.237, atom 18 (C): -0.343, atom 19 (Be): 1.619, atom 20 (Cl): 0.019, atom 21 (C): -0.111, atom 22 (O): -1.182, atom 23 (C): -0.083, atom 24 (Cl): 0.039, atom 25 (C): 0.033, atom 26 (C): -0.257, atom 27 (H): 0.204, atom 28 (H): 0.237, atom 29 (C): -0.069, atom 30 (C): -0.250, atom 31 (C): -0.084, atom 32 (H): 0.210, atom 33 (C): -0.219, atom 34 (C): -0.165, atom 35 (C): -0.067, atom 36 (H): 0.212, atom 37 (C): -0.007, atom 38 (H): 0.220, atom 39 (C): -0.561, atom 40 (S): 2.402, atom 41 (H): 0.233, atom 42 (H): 0.210, atom 43 (H): 0.211, atom 44 (H): 0.214

=====

Record 2
Here is C20H13ClF6N8O10RuS2 as an isolated structure at a distorted geometry from the Open Molecules 2025 dataset. Energies are from wB97M-V/def2-TZVPD.

Positions of all 61 atoms, in Å:
1 C 0.56722 -3.95193 2.77406
2 H -2.38155 5.27854 -1.28357
3 C -1.23570 1.45234 3.83855
4 O 0.26649 -1.36432 2.13614
5 H 0.47757 2.85352 -2.76816
6 C -0.57993 0.25929 -4.60902
7 N -0.27340 -4.22392 1.93449
8 Cl -2.32370 4.03206 3.32978
9 C -0.75564 -1.56546 -3.05654
10 H -0.52206 0.70624 -5.56212
11 O -0.90675 0.34741 5.95174
12 C -3.45828 3.49991 -1.71090
13 N -1.78445 1.93165 1.77420
14 C -3.11615 1.64474 -0.19153
15 N -0.98590 -2.91516 -2.64316
16 H -0.13306 -3.48301 -2.65859
17 H -3.32510 0.69038 0.14930
18 Ru 0.05160 -0.58500 0.03705
19 N -1.23566 0.68805 1.75846
20 C -2.61677 4.28984 -0.95151
21 O 2.81538 -4.02178 1.19985
22 C -1.14206 1.50803 5.36662
23 C -0.69531 -1.13685 -4.34730
24 F 5.35099 0.07051 2.12767
25 S 2.79058 -3.01638 0.16542
26 C -0.25688 -0.88904 3.16924
27 O 4.82283 0.14467 -0.68573
28 H -3.99727 3.94350 -2.57455
29 N -1.68696 -2.73424 0.51438
30 F 3.86974 1.58885 1.81343
31 C -1.76638 2.44715 3.02183
32 C 0.29004 2.45716 -3.73150
33 C 4.06018 0.27434 1.77736
34 S 3.75825 -0.39423 0.10068
35 C -3.61623 2.17378 -1.39342
36 H -1.21014 -2.80967 -1.66290
37 O 2.41796 0.14525 -0.23464
38 O 1.48619 -2.57900 -0.29687
39 F 3.21833 -0.38319 2.56708
40 C -2.35921 2.50188 0.60752
41 N 3.81716 -1.88958 0.45774
42 H -4.16982 1.44472 -1.94912
43 F 4.70474 -4.39453 -0.83584
44 N -0.72759 -0.64413 -1.99551
45 H -1.30462 4.36291 0.75616
46 N -0.30243 1.11592 -3.51510
47 O -1.44744 2.50452 6.01247
48 C -1.07512 -3.45934 1.16079
49 C -0.41114 0.66612 -2.28323
50 O 1.35324 -3.77754 3.60742
51 C -0.92618 0.37444 2.95066
52 C -2.01615 3.77576 0.19814
53 H 1.27133 2.35516 -4.13398
54 F 3.59247 -3.15063 -2.29646
55 H -0.71546 -0.43050 5.32798
56 H -0.39584 3.05866 -4.35506
57 F 2.71426 -4.97015 -1.50794
58 H -0.86211 -1.84802 -5.14976
59 O -0.33925 -1.42759 4.27791
60 O -0.15416 1.38560 -1.26540
61 C 3.51528 -3.92776 -1.21471

Output
Spin multiplicity: 6
Gap between HOMO and LUMO (spin up / spin down), hartree: 0.207 / 0.302
DFT total energy, a.u.: -3911.12002
Charge: -1
HOMO level (spin up / spin down), eV: -3.3 / -6.1
Energy above the lowest of the compared OMol25 structures with the same formula, charge and spin, kJ/mol: 169.4

Electronic structure analysis, natural (NBO) charges in units of e: atom 1 (C): 0.994, atom 2 (H): 0.211, atom 3 (C): -0.263, atom 4 (O): -0.781, atom 5 (H): 0.249, atom 6 (C): -0.109, atom 7 (N): -0.643, atom 8 (Cl): 0.090, atom 9 (C): 0.337, atom 10 (H): 0.190, atom 11 (O): -0.690, atom 12 (C): -0.219, atom 13 (N): -0.212, atom 14 (C): -0.205, atom 15 (N): -0.835, atom 16 (H): 0.373, atom 17 (H): 0.232, atom 18 (Ru): 1.420, atom 19 (N): -0.263, atom 20 (C): -0.205, atom 21 (O): -0.929, atom 22 (C): 0.789, atom 23 (C): -0.351, atom 24 (F): -0.320, atom 25 (S): 2.288, atom 26 (C): 0.781, atom 27 (O): -0.910, atom 28 (H): 0.214, atom 29 (N): -0.450, atom 30 (F): -0.305, atom 31 (C): 0.177, atom 32 (C): -0.409, atom 33 (C): 0.715, atom 34 (S): 2.269, atom 35 (C): -0.190, atom 36 (H): 0.387, atom 37 (O): -0.979, atom 38 (O): -0.974, atom 39 (F): -0.302, atom 40 (C): 0.209, atom 41 (N): -1.235, atom 42 (H): 0.219, atom 43 (F): -0.301, atom 44 (N): -0.763, atom 45 (H): 0.228, atom 46 (N): -0.417, atom 47 (O): -0.613, atom 48 (C): 0.527, atom 49 (C): 0.768, atom 50 (O): -0.414, atom 51 (C): 0.059, atom 52 (C): -0.219, atom 53 (H): 0.198, atom 54 (F): -0.308, atom 55 (H): 0.507, atom 56 (H): 0.192, atom 57 (F): -0.316, atom 58 (H): 0.222, atom 59 (O): -0.675, atom 60 (O): -0.750, atom 61 (C): 0.708

=====

Record 3
Here is C20H13ClN2NiOS5 as an isolated structure at a distorted geometry from the Open Molecules 2025 dataset. Energies are from wB97M-V/def2-TZVPD.

Positions of all 43 atoms, in Å:
1 Ni 0.08451 -0.61763 -0.83864
2 C 0.88628 3.41933 -2.86509
3 H -0.59574 5.35992 -1.51344
4 H 2.33175 -3.18973 1.42953
5 C -2.29141 -0.20690 0.73986
6 S 2.00934 -1.64755 -0.61999
7 C -3.39943 -2.11002 1.85068
8 S 4.06990 0.59040 -0.95260
9 H 2.31415 -3.43096 3.16888
10 C -1.93103 2.74621 0.25480
11 H 3.83955 -3.03952 2.37340
12 C 3.09194 -0.20833 1.40563
13 H 2.09137 2.39970 -4.32144
14 C -3.08774 -4.35857 1.06536
15 C -1.62534 4.07396 -0.15018
16 H -3.43867 -5.38392 1.12679
17 H -2.85009 0.50197 1.37641
18 S 5.63560 2.90359 -0.06233
19 H -3.84341 -1.47971 2.59894
20 C 2.78053 -2.84899 2.35931
21 C -2.51148 -1.61171 0.86796
22 C 1.48845 2.30671 -3.43307
23 C -3.68207 -3.46012 1.97774
24 H 1.01176 4.39619 -3.30543
25 C -1.84613 -2.52383 -0.03484
26 C -0.02322 3.26654 -1.78490
27 C -2.13837 -3.92651 0.16829
28 C 1.23475 1.04180 -2.86536
29 N -1.35724 0.29349 -0.06891
30 C 3.02056 -0.42316 0.05073
31 S 4.17565 1.03658 1.90387
32 H -2.76869 2.57432 0.95086
33 S 2.28881 -1.10377 2.67657
34 N 0.47897 0.90595 -1.80557
35 H -1.62323 -4.65475 -0.46571
36 Cl -4.85687 -4.07128 3.05148
37 C -1.24294 1.69469 -0.30106
38 C -0.24457 1.97765 -1.31996
39 C -0.75865 4.34476 -1.17418
40 H -2.10433 4.89701 0.34963
41 H 1.68203 0.14182 -3.25691
42 O -0.99151 -2.16598 -0.91411
43 C 4.69629 1.59032 0.30700

Output
Spin multiplicity: 3
Gap between HOMO and LUMO (spin up / spin down), hartree: 0.221 / 0.225
DFT total energy, a.u.: -4914.14790
Charge: 0
HOMO level (spin up / spin down), eV: -7.3 / -7.4

Electronic structure analysis, natural (NBO) charges in units of e: atom 1 (Ni): 1.305, atom 2 (C): -0.092, atom 3 (H): 0.224, atom 4 (H): 0.242, atom 5 (C): 0.206, atom 6 (S): -0.349, atom 7 (C): -0.169, atom 8 (S): 0.457, atom 9 (H): 0.228, atom 10 (C): -0.219, atom 11 (H): 0.221, atom 12 (C): -0.473, atom 13 (H): 0.237, atom 14 (C): -0.163, atom 15 (C): -0.186, atom 16 (H): 0.227, atom 17 (H): 0.183, atom 18 (S): -0.082, atom 19 (H): 0.219, atom 20 (C): -0.728, atom 21 (C): -0.195, atom 22 (C): -0.255, atom 23 (C): -0.123, atom 24 (H): 0.225, atom 25 (C): 0.437, atom 26 (C): -0.106, atom 27 (C): -0.279, atom 28 (C): 0.102, atom 29 (N): -0.631, atom 30 (C): -0.380, atom 31 (S): 0.471, atom 32 (H): 0.222, atom 33 (S): 0.263, atom 34 (N): -0.562, atom 35 (H): 0.230, atom 36 (Cl): 0.020, atom 37 (C): 0.115, atom 38 (C): 0.223, atom 39 (C): -0.188, atom 40 (H): 0.224, atom 41 (H): 0.229, atom 42 (O): -0.768, atom 43 (C): -0.561